# C27H42BCrN7S3

C27H42BCrN7S3 as an isolated structure (wB97M-V/def2-TZVPD, OMol25).

Geometry as XYZ:
```
81
Properties=species:S:1:pos:R:3
Cr -0.355 2.456 2.984
S -2.043 1.001 3.676
S -1.557 3.442 1.238
S 1.906 2.616 2.199
N -0.004 1.851 -0.084
N 0.913 0.241 1.618
N 0.783 -1.090 1.422
N -1.837 -0.184 -0.097
N -1.608 0.298 1.143
N 0.215 2.762 5.060
N 0.865 1.346 -0.965
C 3.237 0.174 2.016
C 4.532 0.861 2.320
C 0.264 3.203 -2.315
C -4.701 -1.114 -2.035
C 1.280 0.503 -4.004
C -3.609 -0.565 2.034
C 2.029 1.477 -3.079
C -2.419 0.198 2.189
C -3.846 -1.061 0.791
C 1.797 -3.291 1.300
C 2.006 -3.958 2.668
C -2.331 -0.680 -2.711
C 2.634 2.619 -3.905
C 2.907 -3.724 0.326
C -2.945 -2.881 -1.688
C -1.388 4.971 -1.583
C 3.128 -1.162 1.803
C 1.879 -1.790 1.510
C -2.947 -0.840 -0.287
C -0.669 2.987 -0.180
C -4.551 -0.757 3.184
C 3.154 0.734 -2.355
C 2.027 0.910 1.933
C 0.441 -3.687 0.726
C -3.229 -1.371 -1.685
C 1.028 2.027 -2.072
C -0.600 3.711 -1.390
B -0.279 1.037 1.169
H 0.293 -3.256 -0.267
H 4.016 -1.778 1.868
H 1.193 3.022 5.169
H -4.993 -0.079 -1.840
H 0.389 3.722 -3.256
H 2.024 -5.042 2.546
H 1.911 0.254 -4.858
H 0.354 0.937 -4.388
H -4.050 -1.243 4.023
H -3.185 -3.294 -2.669
H -1.274 -0.790 -2.467
H 5.328 0.133 2.458
H -1.334 5.307 -2.616
H -2.435 4.824 -1.317
H -5.383 -1.774 -1.496
H -5.398 -1.370 2.884
H 4.445 1.471 3.219
H 0.050 1.962 5.667
H 4.812 1.532 1.505
H -2.555 0.388 -2.779
H 3.825 0.300 -3.098
H 3.021 3.425 -3.277
H 3.468 2.229 -4.489
H -3.555 -3.407 -0.949
H 0.399 -4.773 0.637
H 2.769 -0.072 -1.730
H 2.745 -4.762 0.035
H -4.753 -1.624 0.610
H 3.900 -3.671 0.775
H -0.996 5.764 -0.941
H -1.894 -3.085 -1.477
H 3.739 1.412 -1.728
H 1.923 3.044 -4.616
H -0.387 -3.364 1.362
H -2.506 -1.125 -3.692
H 2.906 -3.121 -0.586
H 2.955 -3.662 3.123
H -0.332 3.526 5.456
H -4.922 0.204 3.544
H 1.199 -3.706 3.359
H 1.033 -0.420 -3.477
H -4.851 -1.304 -3.098
```

As for the largest force on an atom: 1.06 eV/Å. The energy above the lowest of the compared OMol25 structures with the same formula, charge and spin comes out at 0.0 kcal per mole. As for the spin multiplicity: 5. As for the total charge: +2. The highest occupied orbital energy (spin up / spin down) is -14.136 / -14.566 eV. Its LUMO energy (spin up / spin down) is -0.244 / -0.278 Ha.


# C10H19N3O4

One molecule with the formula C10H19N3O4 (wB97M-V/def2-TZVPD, OMol25).

Geometry as XYZ:
```
36
Properties=species:S:1:pos:R:3
O -0.748 -1.441 -1.167
O -4.200 -0.641 1.233
O -3.415 -1.136 -0.814
O -0.750 2.786 0.788
N -0.609 -0.507 0.825
N -0.157 2.304 -1.387
N 1.542 -2.721 -0.420
C -2.164 1.352 -0.280
C -3.299 -0.590 0.390
C 3.953 -0.625 1.264
C 1.443 -1.433 -0.009
C -0.846 2.144 -0.171
C -0.043 -1.143 -0.191
C 3.967 1.545 -0.159
C -1.981 0.085 0.730
C 2.499 -0.405 -0.669
C 3.110 0.468 0.459
H 1.523 -3.103 -1.356
H 0.627 2.913 -1.584
H -2.066 0.487 1.761
H -3.027 2.105 0.031
H 3.273 -1.377 1.552
H 1.665 -1.322 1.040
H 3.229 -1.017 -1.191
H 3.328 2.187 -0.841
H 2.239 -3.270 -0.076
H 4.688 -1.089 0.485
H -2.573 -1.212 -1.245
H 1.993 0.237 -1.358
H -0.145 -0.360 1.682
H -2.426 0.906 -1.357
H 4.470 -0.230 2.227
H 2.150 0.758 0.986
H -0.454 1.689 -2.109
H 4.672 0.941 -0.845
H 4.477 2.289 0.565
```

As for the largest force on an atom: 6.01 eV/Å. The energy above the lowest of the compared OMol25 structures with the same formula, charge and spin comes out at 80.9 kcal per mole. Its SMILES is CC(C)C[C@H](N)C(=O)N[C@@H](CC(N)=O)C(=O)O. As for the total charge: 0. The highest occupied orbital energy is -9.366 eV. Its LUMO energy is 0.019 Ha.


# C26H31NO2ReSbSe4Te

C26H31NO2ReSbSe4Te as an isolated structure (wB97M-V/def2-TZVPD, OMol25).

Geometry as XYZ:
```
67
Properties=species:S:1:pos:R:3
Re -1.129 0.533 -0.294
Te 0.949 -1.160 2.104
Sb -0.430 2.910 -1.201
Se -0.707 4.686 0.338
Se 1.232 0.734 -0.241
Se 0.239 3.183 -3.441
Se -1.980 -0.190 -2.179
O -0.077 -2.918 -0.435
O -2.498 0.941 1.242
N -0.857 -0.443 1.542
C -2.637 -1.134 4.044
C -3.277 1.208 5.407
C 3.509 -0.453 3.351
C -0.208 -4.241 4.935
C -1.896 0.188 2.083
C 2.148 1.565 3.169
C 3.229 2.291 3.663
C -0.450 -4.540 7.419
C 4.549 0.320 3.852
C 0.306 -1.520 5.215
C 0.030 -4.173 2.464
C 0.881 2.321 2.895
C 3.735 -1.937 3.186
C 5.587 2.518 4.504
C 0.488 -0.052 5.481
C -3.495 -0.031 5.998
C 2.310 0.190 3.012
C 0.937 -2.831 -1.435
C 0.051 -3.482 3.804
C -3.191 -1.199 5.313
C 4.432 1.696 4.006
C -0.193 -3.686 6.210
C -2.750 1.280 4.129
C 0.309 -2.106 3.945
C -2.402 0.106 3.464
C 0.060 -2.331 6.322
H 5.478 -0.170 4.124
H 1.040 -4.298 2.063
H 3.782 -2.220 2.131
H -0.928 -2.925 -0.886
H -0.538 -3.934 8.320
H -2.603 2.235 3.639
H 0.958 -3.730 -2.055
H -0.426 -5.297 4.817
H 2.956 -2.536 3.667
H -0.409 -5.164 2.565
H 0.539 2.809 3.811
H 5.240 3.380 5.072
H -3.531 2.116 5.937
H 6.250 1.928 5.136
H 1.539 0.204 5.629
H 0.081 1.685 2.533
H 0.109 0.559 4.668
H -0.057 0.223 6.383
H -1.368 -5.118 7.302
H 6.175 2.892 3.663
H 4.682 -2.219 3.641
H 0.043 -1.869 7.304
H 1.032 3.099 2.147
H 1.889 -2.741 -0.915
H -2.393 -2.040 3.504
H 0.365 -5.251 7.569
H -3.379 -2.163 5.768
H 0.806 -1.947 -2.062
H -0.537 -3.628 1.711
H -3.923 -0.087 6.991
H 3.108 3.362 3.786
```

As for the largest force on an atom: 0.47 eV/Å. The energy above the lowest of the compared OMol25 structures with the same formula, charge and spin comes out at 16.9 kcal per mole. As for the total charge: 0. The highest occupied orbital energy (spin up / spin down) is -7.296 / -7.295 eV. Its LUMO energy (spin up / spin down) is -0.038 / -0.038 Ha.